[1]
The following is a quantum chemistry calculation of C43H25Cl2F9N3NaPS as an isolated structure, from OMol25.

```
85
Properties=species:S:1:pos:R:3:mulliken_charge:R:1
Na -0.554 0.685 -0.744 0.97
N 3.327 7.531 6.172 -0.59
C 2.888 6.825 5.378 -0.07
C 2.340 5.946 4.380 0.62
C 1.212 6.335 3.659 -0.91
C 0.680 5.487 2.706 -0.18
C 1.268 4.251 2.446 -0.85
C 2.400 3.879 3.164 -0.18
C 2.933 4.711 4.132 -0.99
C 0.691 3.350 1.405 1.48
C -0.632 2.912 1.653 -0.07
C -1.358 3.118 2.862 -0.54
C -2.619 2.598 2.659 -0.87
C -2.611 2.101 1.335 -0.89
N -1.441 2.268 0.731 -0.56
C 1.511 3.082 0.312 0.26
C 2.792 3.689 0.063 -0.68
C 3.239 3.182 -1.125 -1.10
C 2.224 2.277 -1.565 -0.49
N 1.205 2.217 -0.738 -0.14
H 0.759 7.298 3.853 0.45
H -0.200 5.778 2.148 0.50
H 2.865 2.929 2.946 0.90
H 3.804 4.407 4.696 0.49
H -0.984 3.575 3.764 0.56
H -3.442 2.581 3.357 0.46
H -3.434 1.633 0.806 0.62
H 3.284 4.419 0.687 0.52
H 4.161 3.410 -1.636 0.46
H 2.243 1.659 -2.453 0.50
Cl -2.129 -1.304 -2.161 -0.21
C -1.042 -2.450 -2.922 0.81
C -1.648 -3.430 -3.690 -0.76
C -0.873 -4.395 -4.307 -0.45
C 0.504 -4.359 -4.138 -0.78
C 1.084 -3.370 -3.365 0.47
Cl 2.814 -3.417 -3.197 -0.23
C 0.351 -2.350 -2.713 -0.53
S 1.117 -1.118 -1.773 -0.27
H -2.724 -3.429 -3.793 0.42
H -1.334 -5.169 -4.905 0.36
H 1.140 -5.104 -4.596 0.41
F -6.225 -2.352 6.067 -0.29
C -5.117 -3.106 5.970 0.78
F -5.524 -4.385 5.826 -0.26
F -4.491 -3.042 7.164 -0.26
C -4.218 -2.677 4.847 0.36
C -3.052 -3.403 4.619 -1.25
C -2.202 -3.029 3.597 0.37
C -2.503 -1.930 2.790 -0.64
C -3.672 -1.219 3.026 -0.38
C -4.531 -1.586 4.057 -0.87
P -1.411 -1.389 1.415 1.32
C 0.027 -0.768 2.389 0.76
C 1.219 -0.465 1.734 0.53
C 2.303 0.048 2.431 -0.81
C 2.201 0.266 3.795 0.42
C 1.007 0.013 4.456 -1.28
C -0.074 -0.491 3.755 -0.82
C 3.387 0.714 4.596 0.82
F 4.365 1.238 3.831 -0.28
F 3.940 -0.308 5.285 -0.30
F 3.065 1.650 5.514 -0.27
C -0.854 -3.026 0.797 0.24
C -1.855 -3.832 0.250 -0.72
C -1.554 -5.056 -0.322 -0.82
C -0.233 -5.481 -0.364 0.27
C 0.774 -4.682 0.153 -0.90
C 0.464 -3.462 0.734 0.03
C 0.133 -6.805 -0.971 0.72
F 0.865 -7.557 -0.117 -0.29
F -0.948 -7.539 -1.301 -0.31
F 0.874 -6.676 -2.085 -0.20
H -2.817 -4.256 5.244 0.40
H -1.296 -3.595 3.416 0.52
H -3.903 -0.360 2.409 0.31
H -5.437 -1.026 4.238 0.47
H 1.328 -0.655 0.672 -0.26
H 3.221 0.268 1.902 0.42
H 0.922 0.214 5.516 0.45
H -1.001 -0.669 4.282 0.41
H -2.884 -3.492 0.266 0.40
H -2.339 -5.674 -0.736 0.45
H 1.805 -5.008 0.101 0.43
H 1.263 -2.850 1.129 0.37
```

Multiplicity = 1
HOMO energy = -4.84 eV
Net charge = -1
LUMO = 0.0654 Ha
Frontier orbital gap = 6.6 eV

=====

[2]
The following is a quantum chemistry calculation of a 23-piece molecular cluster, C30H106O23 overall at a distorted geometry, from OMol25.

```
159
Properties=species:S:1:pos:R:3:mulliken_charge:R:1
C -1.048 -4.894 -4.710 0.06
C -2.211 -5.133 -3.752 -0.67
O -2.257 -6.488 -3.248 -0.52
H -0.175 -5.181 -4.124 -0.49
H -1.002 -3.831 -4.947 0.28
H -1.104 -5.487 -5.623 0.32
H -3.056 -5.113 -4.441 0.39
H -2.185 -4.374 -2.970 0.35
H -2.327 -6.449 -2.291 0.32
C 1.083 -9.052 -0.595 -0.79
C 1.338 -9.773 -1.857 -0.08
O 2.640 -10.103 -2.020 -0.47
H 1.274 -7.979 -0.604 0.19
H 1.752 -9.351 0.212 0.40
H 0.107 -9.234 -0.145 0.02
H 0.793 -9.306 -2.678 0.14
H 0.744 -10.682 -1.760 0.46
H 3.134 -9.408 -1.581 0.24
C -0.088 -5.540 -0.987 -0.21
C -0.995 -6.058 0.078 -0.31
O -2.035 -6.622 -0.568 -0.47
H 0.161 -6.401 -1.608 -0.03
H 0.800 -5.055 -0.582 0.45
H -0.520 -4.816 -1.678 -0.37
H -1.204 -5.221 0.744 0.34
H -0.425 -6.800 0.638 0.29
H -2.566 -7.054 0.106 0.25
C 2.419 -10.219 -5.507 0.36
C 3.428 -10.936 -6.403 -0.06
O 2.865 -11.153 -7.677 -0.57
H 2.907 -10.146 -4.536 -0.11
H 1.454 -10.717 -5.413 -0.19
H 2.085 -9.222 -5.794 0.12
H 3.559 -11.955 -6.038 0.28
H 4.402 -10.448 -6.445 -0.15
H 2.804 -10.261 -8.029 0.28
C 6.999 -10.717 -4.734 -0.92
C 7.416 -9.539 -3.896 0.67
O 8.575 -8.992 -4.353 -0.58
H 7.656 -11.582 -4.637 0.40
H 6.919 -10.447 -5.787 -0.05
H 5.997 -11.082 -4.508 0.18
H 7.581 -9.949 -2.900 0.30
H 6.623 -8.796 -3.810 -0.43
H 8.865 -8.298 -3.757 0.46
C 6.329 -7.509 -8.033 -0.36
C 6.452 -8.955 -8.643 -0.59
O 5.193 -9.513 -8.913 -0.48
H 5.509 -6.915 -8.437 0.15
H 7.259 -6.968 -8.205 0.32
H 6.095 -7.648 -6.977 -0.05
H 7.134 -9.578 -8.065 0.29
H 6.892 -8.956 -9.640 0.45
H 5.078 -10.312 -9.433 0.26
C 2.704 -6.748 -3.543 0.43
C 4.071 -6.472 -4.200 0.29
O 4.320 -5.145 -4.083 0.03
H 2.717 -6.524 -2.477 -0.01
H 2.436 -7.805 -3.559 -0.31
H 1.895 -6.129 -3.930 -0.43
H 4.153 -6.677 -5.267 0.01
H 4.916 -7.066 -3.852 -0.25
H 4.898 -4.954 -4.826 -0.14
C -2.076 -12.062 -6.024 -1.22
C -1.309 -10.869 -6.587 0.33
O -0.563 -11.249 -7.833 -0.51
H -1.394 -12.882 -5.801 0.35
H -2.875 -12.520 -6.607 0.36
H -2.486 -11.734 -5.069 0.17
H -0.592 -10.357 -5.945 0.04
H -2.036 -10.093 -6.826 0.34
H -0.488 -10.430 -8.328 0.17
C 1.927 -4.261 -7.027 -0.82
C 3.297 -4.611 -7.692 -0.02
O 4.206 -3.693 -7.138 -0.36
H 1.693 -3.225 -7.274 0.39
H 1.889 -4.463 -5.957 -0.01
H 1.185 -4.929 -7.464 0.23
H 3.279 -4.620 -8.782 0.61
H 3.648 -5.592 -7.371 -0.25
H 4.702 -3.316 -7.868 0.20
C 8.931 -3.026 -1.097 -0.65
C 8.419 -1.850 -1.988 -0.21
O 7.277 -2.330 -2.672 -0.43
H 8.175 -3.390 -0.401 0.26
H 9.928 -2.983 -0.659 0.38
H 8.955 -3.809 -1.855 -0.18
H 9.230 -1.628 -2.681 0.30
H 8.208 -0.929 -1.443 0.39
H 7.047 -1.755 -3.406 0.16
C 9.002 -4.997 -5.815 -1.09
C 8.623 -3.680 -5.067 0.93
O 9.213 -2.584 -5.659 -0.57
H 8.731 -5.900 -5.267 0.19
H 10.070 -5.027 -6.030 0.37
H 8.441 -4.947 -6.748 0.32
H 9.005 -4.028 -4.108 -0.44
H 7.536 -3.629 -5.007 -0.06
H 10.004 -2.296 -5.196 0.35
C 11.166 -7.537 -2.245 -1.41
C 10.046 -6.496 -2.203 0.29
O 8.803 -7.108 -2.513 -0.46
H 12.186 -7.165 -2.149 0.37
H 11.150 -7.953 -3.252 0.33
H 11.074 -8.374 -1.552 0.31
H 10.135 -5.717 -2.960 0.06
H 9.905 -6.108 -1.195 0.27
H 8.123 -6.450 -2.351 0.14
C -0.986 -1.588 -2.020 -0.99
C 0.525 -1.335 -2.344 -0.19
O 0.855 -2.185 -3.349 -0.24
H -1.553 -1.802 -2.926 0.21
H -1.432 -0.721 -1.530 0.43
H -1.180 -2.502 -1.458 0.09
H 1.115 -1.372 -1.428 0.22
H 0.796 -0.369 -2.771 0.41
H 1.813 -2.126 -3.326 0.17
C 0.488 -7.903 -8.014 0.71
C 0.023 -7.706 -9.424 -0.50
O -0.367 -8.989 -9.937 -0.53
H -0.358 -8.238 -7.415 0.21
H 0.931 -6.988 -7.620 -0.32
H 1.361 -8.551 -7.928 -0.43
H 0.691 -7.264 -10.164 0.35
H -0.787 -6.981 -9.347 0.32
H -0.649 -8.906 -10.850 0.28
C -3.816 -10.691 -1.597 -1.16
C -2.247 -10.865 -1.693 0.15
O -1.799 -11.237 -0.413 -0.55
H -3.978 -9.707 -1.158 0.26
H -4.278 -11.414 -0.923 0.32
H -4.305 -10.672 -2.571 0.35
H -1.635 -10.024 -2.019 0.01
H -1.992 -11.533 -2.516 0.28
H -1.953 -10.439 0.097 0.31
O 3.503 -2.816 -2.934 -0.14
H 3.854 -2.845 -2.044 0.13
H 3.686 -3.685 -3.293 0.29
O 4.200 -8.631 -0.266 -0.54
H 4.666 -9.429 -0.017 0.33
H 4.891 -8.018 -0.517 0.29
O 5.360 -1.556 -0.932 -0.68
H 6.015 -1.610 -1.629 0.45
H 5.421 -2.397 -0.480 0.33
O 5.610 -6.439 -0.840 -0.57
H 4.726 -6.103 -0.994 0.19
H 6.046 -5.746 -0.344 0.22
O 5.215 -0.701 -4.003 -0.61
H 4.656 -1.344 -3.566 0.18
H 4.693 -0.396 -4.746 0.36
O 4.106 -3.740 0.153 -0.58
H 4.498 -3.986 0.991 0.24
H 3.540 -2.997 0.362 0.27
O 6.619 -0.652 -6.419 -0.61
H 7.495 -1.039 -6.439 0.30
H 6.550 -0.260 -5.549 0.31
O 3.530 -12.504 -3.202 -0.64
H 3.085 -13.149 -2.653 0.26
H 3.291 -11.659 -2.822 0.43
```

Multiplicity = 1
HOMO energy = -9.16 eV
LUMO = -0.0158 Ha
Frontier orbital gap = 8.7 eV

=====

[3]
The following is a quantum chemistry calculation of a single C20H18Br4N4O molecule at a distorted geometry, from OMol25.

```
47
Properties=species:S:1:pos:R:3:mulliken_charge:R:1
N 5.140 -0.780 1.041 -0.57
O 0.571 1.766 -3.257 -0.61
Br 4.857 -2.832 7.077 -0.17
Br -0.768 4.667 -2.978 -0.15
Br -5.492 3.336 -5.724 -0.22
Br -3.261 -0.401 -1.785 -0.20
C 4.559 -1.108 2.006 -0.06
C 0.095 1.319 -2.217 0.35
C 2.459 -2.512 5.429 -0.47
C -3.109 3.583 -4.304 -0.28
C 4.530 -1.903 4.350 -0.73
C 1.780 -2.118 4.259 -0.25
C 3.872 -2.404 5.476 -0.11
C -2.086 3.308 -3.377 -0.38
C -4.160 2.703 -4.517 -0.33
C -3.227 1.207 -2.818 -0.19
C 3.828 -1.576 3.142 0.96
C -2.136 2.079 -2.679 0.67
C 2.415 -1.637 3.118 -0.61
C -4.263 1.529 -3.726 1.28
N -1.186 1.621 -1.802 -0.02
N 1.637 -1.180 2.077 0.59
N 0.061 -0.217 -0.149 0.30
C -5.507 0.667 -3.801 -1.67
C 0.799 0.211 -1.378 -0.63
C 1.369 -2.136 0.968 -0.60
C 1.586 0.254 1.747 -0.49
C 0.144 -1.690 0.150 -0.99
C 0.243 0.578 1.085 -1.34
H 1.862 -2.833 6.277 0.41
H -3.076 4.558 -4.793 0.38
H 5.598 -1.813 4.381 0.52
H 0.699 -2.197 4.267 0.43
H -1.498 0.941 -1.122 0.21
H -6.117 0.950 -4.654 0.42
H -5.286 -0.417 -3.913 0.35
H -6.129 0.765 -2.892 0.31
H 1.808 0.491 -1.102 0.31
H 0.811 -0.657 -2.015 0.46
H 2.244 -2.146 0.272 0.27
H 1.225 -3.112 1.377 0.45
H 1.674 0.841 2.685 0.40
H 2.440 0.544 1.109 0.35
H -0.721 -1.939 0.797 0.34
H 0.111 -2.296 -0.777 0.44
H 0.142 1.636 0.916 0.42
H -0.537 0.349 1.777 0.42
```

Multiplicity = 1
HOMO energy = -8.67 eV
LUMO = -0.0078 Ha
Frontier orbital gap = 8.5 eV

=====

[4]
The following is a quantum chemistry calculation of C16H19CrN3O2Si as an isolated structure, from OMol25.

```
42
Properties=species:S:1:pos:R:3:lowdin_spin:R:1
Cr -0.265 -0.310 0.000 3.84
O 1.579 3.411 0.000 0.01
C 1.218 2.257 0.000 0.01
N -0.050 1.735 0.000 0.01
C -1.167 2.524 0.000 0.01
O -1.268 3.729 0.000 0.01
C -2.439 1.675 0.000 0.01
C -3.675 2.292 0.000 0.00
C -4.813 1.500 0.000 0.01
C -4.677 0.122 0.000 0.00
C -3.404 -0.421 0.000 0.01
N -2.308 0.339 0.000 0.01
C 2.270 1.149 0.000 0.01
C 3.614 1.462 0.000 0.00
C 4.534 0.425 0.000 0.01
C 4.083 -0.884 0.001 0.00
C 2.718 -1.118 0.000 0.02
N 1.833 -0.120 0.000 0.01
H -3.704 3.372 0.000 0.00
H -5.795 1.954 0.000 0.00
H -5.536 -0.534 0.000 0.00
H -3.236 -1.491 0.000 0.00
H 3.899 2.504 0.000 0.00
H 5.596 0.636 0.000 0.00
H 4.767 -1.721 0.001 0.00
H 2.297 -2.112 0.001 0.00
C 1.304 -4.308 1.533 0.00
Si 0.243 -4.065 0.000 0.00
C 1.305 -4.307 -1.533 0.00
C -1.021 -5.455 -0.001 0.00
C -0.591 -2.430 0.000 0.01
H 1.714 -5.320 1.568 0.00
H 0.704 -4.163 2.435 0.00
H 2.145 -3.611 1.585 0.00
H 1.715 -5.320 -1.567 0.00
H 2.145 -3.610 -1.584 0.00
H 0.705 -4.163 -2.435 0.00
H -0.559 -6.446 -0.001 0.00
H -1.663 -5.387 -0.883 0.00
H -1.664 -5.387 0.881 0.00
H -1.277 -2.473 0.870 0.01
H -1.277 -2.472 -0.870 0.01
```

<S²> = 6.02
Multiplicity = 5
HOMO energy (spin up / spin down) = -8.47 / -8.46 eV
LUMO (spin up / spin down) = -0.0094 / -0.0128 Ha
Frontier orbital gap (spin up / spin down) = 8.2 / 8.1 eV

=====

[5]
The following is a quantum chemistry calculation of C36H56BrLuN7O6PS2Se2 as an isolated structure at a distorted geometry, from OMol25.

```
112
Properties=species:S:1:pos:R:3:mulliken_charge:R:1
Lu -0.011 0.274 0.597 1.33
N -1.149 1.635 2.168 -0.35
C -0.462 2.846 2.589 0.29
C -0.714 3.169 4.082 -0.78
C -1.422 4.504 4.319 -0.90
C -0.453 5.658 4.212 -0.85
N 0.379 5.776 5.423 -0.10
C 1.691 6.017 5.505 0.64
N 2.477 5.705 4.469 -0.25
N 2.197 6.583 6.592 -0.38
C 1.052 2.724 2.268 -0.27
O 1.874 3.481 2.789 -0.98
O 1.316 1.804 1.417 -0.18
H -2.108 1.847 1.907 0.25
H -1.222 1.009 3.007 0.14
H -0.752 3.671 1.883 0.37
H 0.251 3.181 4.632 0.39
H -1.307 2.348 4.518 0.43
H -1.940 4.551 5.283 0.44
H -2.242 4.726 3.610 0.42
H -1.022 6.575 4.091 0.32
H 0.175 5.488 3.340 0.42
H -0.166 6.031 6.222 0.24
H 2.203 4.965 3.796 0.34
H 3.473 5.948 4.473 0.28
H 1.619 7.091 7.225 0.21
H 3.202 6.570 6.769 0.23
C -3.463 0.050 0.819 -1.22
O -2.436 0.768 0.096 0.79
C -2.810 0.869 -1.249 0.66
C -3.850 1.718 -1.589 -0.83
C -4.376 1.623 -2.839 -0.50
Br -5.917 2.673 -3.195 -0.16
C -3.854 0.747 -3.762 -0.88
C -2.773 -0.109 -3.457 0.45
C -2.248 -0.021 -2.156 0.02
O -1.106 -0.665 -1.689 -0.40
C -2.374 -1.059 -4.502 0.12
N -2.983 -1.143 -5.633 -0.67
C -2.318 -2.158 -6.326 0.62
C -2.510 -2.647 -7.616 -0.81
C -1.623 -3.594 -8.076 -0.45
C -0.568 -4.108 -7.287 -0.65
C -0.414 -3.676 -5.964 -0.80
C -1.276 -2.680 -5.519 0.43
N -1.353 -1.961 -4.321 0.52
H -3.537 -1.000 0.491 0.33
H -4.424 0.505 0.671 0.57
H -3.166 0.045 1.866 0.25
H -4.304 2.302 -0.816 0.66
H -4.289 0.642 -4.747 0.68
H -1.272 -1.630 -1.576 -0.01
H -3.304 -2.317 -8.252 0.49
H -1.769 -3.946 -9.089 0.39
H 0.154 -4.830 -7.636 0.41
H 0.341 -4.051 -5.276 0.46
H -0.621 -1.881 -3.648 -0.22
C 2.291 -0.604 -4.813 -0.91
Se 1.961 -1.737 -3.282 0.10
C 3.779 -1.687 -2.558 -0.58
C 3.853 -2.476 -1.292 -1.30
Se 2.925 -1.709 0.234 0.42
C 4.387 -0.584 0.900 -1.09
H 2.689 0.355 -4.524 0.21
H 1.337 -0.374 -5.282 0.30
H 2.892 -1.188 -5.549 0.40
H 4.099 -0.654 -2.388 0.27
H 4.453 -2.150 -3.272 0.51
H 4.885 -2.543 -0.978 0.59
H 3.457 -3.469 -1.414 0.49
H 5.153 -1.211 1.367 0.43
H 3.960 0.107 1.619 0.24
H 4.829 0.056 0.094 0.32
C 3.257 3.837 -4.239 -1.53
C 2.514 2.957 -3.281 1.02
C 3.091 2.574 -2.076 -1.20
C 2.372 1.841 -1.155 -0.82
N 1.069 1.525 -1.337 0.45
C 0.528 1.921 -2.478 -0.34
C 1.183 2.591 -3.487 -1.13
H 4.283 4.049 -3.935 0.37
H 2.763 4.788 -4.275 0.38
H 3.268 3.416 -5.220 0.38
H 4.086 2.888 -1.870 0.48
H 2.798 1.536 -0.207 0.70
H -0.510 1.638 -2.600 0.44
H 0.637 2.939 -4.365 0.50
C -3.486 -3.660 2.699 -0.97
C -2.869 -3.038 3.947 0.60
C -2.454 -4.035 4.986 -1.39
O -1.752 -2.112 3.593 -0.48
P -0.509 -2.351 2.658 0.84
S 0.890 -0.908 2.987 -0.56
S -1.043 -2.209 0.733 -0.48
O -0.156 -3.855 3.006 0.07
C 0.898 -4.638 2.287 1.13
C 0.325 -6.008 2.016 -1.46
C 2.158 -4.646 3.150 -1.36
H -4.416 -4.175 3.025 0.47
H -2.841 -4.396 2.223 0.19
H -3.813 -2.916 1.984 0.09
H -3.594 -2.366 4.441 0.34
H -1.856 -4.847 4.635 0.22
H -3.407 -4.482 5.296 0.48
H -1.982 -3.522 5.841 0.32
H 1.100 -4.090 1.336 -0.22
H 0.015 -6.488 2.963 0.29
H 1.089 -6.646 1.596 0.48
H -0.528 -5.958 1.319 0.30
H 2.001 -5.195 4.051 0.40
H 2.453 -3.634 3.407 0.27
H 2.996 -5.102 2.573 0.37
```

Multiplicity = 1
HOMO energy = -11.78 eV
Net charge = +2
LUMO = -0.1451 Ha
Frontier orbital gap = 7.8 eV

=====

no.,electronic energy (a.u.),molecular weight (g/mol)
1,-4539.14454,911.613
2,-2936.85014,835.155
3,-11363.22621,650.007
4,-2269.89629,365.429
5,-11990.13469,1190.786